Record 1
Entry from the Open Molecules 2025 dataset: one molecule with the formula C7H6 (ωB97M-V with the def2-TZVPD basis set).

## Properties
**ΔE to the lowest compared entry with this formula, charge and spin**: 5.660 eV
**E_tot**: -7347.83864 eV
**LUMO level (spin up / spin down)**: -1.2605 / -0.7686 eV
**Frontier orbital gap (spin up / spin down)**: 6.132 / 7.224 eV

Last column: Löwdin charge in e.
Atoms and positions in Å:
C -1.233 -1.179 0.016  -0.11
C 0.167 -1.050 0.053  -0.04
C -1.964 -0.025 0.243  0.03
C 0.178 1.393 0.008  0.11
C 0.838 0.186 0.158  -0.42
C 2.192 0.109 0.163  0.10
C -1.377 1.290 -0.118  -0.26
H -1.615 -2.158 0.082  0.08
H 0.832 -1.872 -0.065  0.09
H 2.955 0.845 0.250  0.06
H 2.549 -1.019 0.084  0.11
H -1.490 1.403 -1.254  0.16
H -2.032 2.075 0.380  0.11

=====

Record 2
Entry from the Open Molecules 2025 dataset: one molecule with the formula C7H6 (ωB97M-V with the def2-TZVPD basis set).

## Properties
**ΔE to the lowest compared entry with this formula, charge and spin**: 4.590 eV
**E_tot**: -7348.90870 eV
**LUMO level**: 0.8243 eV
**Frontier orbital gap**: 9.146 eV

Last column: Löwdin charge in e.
Atoms and positions in Å:
C -0.906 -1.649 -1.080  -0.18
C -0.304 -0.622 -1.864  -0.15
C -0.521 -1.579 0.308  0.05
C -1.057 -0.089 -0.568  0.10
C 0.583 0.044 -1.021  -0.09
C 0.430 -0.386 0.258  -0.41
C 0.834 0.402 1.388  -0.04
H -1.600 -2.349 -1.558  0.14
H -0.412 -0.616 -2.882  0.12
H 1.263 0.842 -1.297  0.16
H 1.539 1.181 1.091  0.09
H 1.107 -0.273 2.274  0.12
H -0.100 0.830 1.805  0.10

=====

Record 3
Entry from the Open Molecules 2025 dataset: one molecule with the formula C7H6 (ωB97M-V with the def2-TZVPD basis set).

## Properties
**ΔE to the lowest compared entry with this formula, charge and spin**: 5.670 eV
**E_tot**: -7347.82912 eV
**LUMO level**: -1.3668 eV
**Frontier orbital gap**: 7.283 eV

Last column: Löwdin charge in e.
Atoms and positions in Å:
C 0.046 -0.456 1.104  0.07
C 0.332 0.756 0.898  -0.05
C -0.286 -1.638 0.563  -0.34
C -0.271 -2.029 -0.828  0.17
C 0.095 -3.036 0.365  -0.15
C 0.608 1.915 0.359  -0.10
C -0.323 2.208 -0.783  -0.09
H 1.022 -3.433 0.475  0.05
H -0.674 -3.768 0.438  0.08
H 1.313 2.702 0.549  0.10
H -0.155 3.149 -1.371  0.09
H -1.357 2.242 -0.330  0.11
H -0.350 1.387 -1.440  0.06

=====

Record 4
Entry from the Open Molecules 2025 dataset: one molecule with the formula C7H6BrClN2 (ωB97M-V with the def2-TZVPD basis set).

## Properties
**ΔE to the lowest compared entry with this formula, charge and spin**: 0.161 eV
**E_tot**: -92898.57873 eV
**Structure (SMILES)**: N#CC/C=C/C=C\N=C(/Cl)Br
**LUMO level**: -0.1742 eV
**Frontier orbital gap**: 8.948 eV

Last column: Löwdin charge in e.
Atoms and positions in Å:
N -1.080 -4.036 0.380  0.16
C -0.698 -3.114 -0.178  -0.27
C -0.258 -1.994 -0.957  -0.16
C 0.077 -0.888 0.080  -0.13
C -0.397 0.336 0.029  -0.16
C 0.004 1.517 0.723  -0.11
C 1.206 1.871 1.244  -0.13
N 2.334 1.048 1.182  -0.03
C 2.841 0.650 0.117  -1.11
Cl 2.338 1.018 -1.597  0.57
Br 4.255 -0.657 0.309  0.66
H 0.618 -2.328 -1.535  0.12
H -1.030 -1.435 -1.646  0.16
H 0.690 -1.363 0.856  0.12
H -1.148 0.587 -0.660  0.10
H -0.764 2.183 0.975  0.09
H 1.505 2.837 1.639  0.12

=====

Record 5
Entry from the Open Molecules 2025 dataset: one molecule with the formula C7H6Cl3N3O (ωB97M-V with the def2-TZVPD basis set).

## Properties
**E_tot**: -51437.58691 eV
**Structure (SMILES)**: CN(O)/N=N/c1c(Cl)cc(Cl)cc1Cl
**LUMO level**: -0.1346 eV
**Frontier orbital gap**: 8.110 eV

Last column: Löwdin charge in e.
Atoms and positions in Å:
C 2.185 -2.615 -2.159  -0.01
N 2.041 -1.518 -1.189  -0.22
O 3.242 -0.889 -0.752  0.01
N 0.839 -0.953 -0.846  0.03
N 0.833 0.046 0.030  0.02
C -0.352 0.639 0.460  -0.30
C -1.659 0.096 0.216  -0.57
Cl -2.012 -1.239 -0.836  0.69
C -2.752 0.675 0.879  -0.16
C -2.654 1.879 1.548  -0.64
Cl -4.128 2.557 2.232  0.65
C -1.394 2.425 1.747  -0.14
C -0.246 1.825 1.235  -0.62
Cl 1.251 2.561 1.624  0.71
H 1.258 -3.202 -2.244  0.10
H 2.438 -2.221 -3.152  0.09
H 2.953 -3.277 -1.820  0.08
H 3.104 -0.382 0.058  0.08
H -3.735 0.252 0.673  0.10
H -1.212 3.343 2.297  0.10

=====

Record 6
Entry from the Open Molecules 2025 dataset: a 2-piece molecular cluster, C7H6ClNO2S overall (ωB97M-V with the def2-TZVPD basis set).

## Properties
**ΔE to the lowest compared entry with this formula, charge and spin**: 3.621 eV
**E_tot**: -36293.24891 eV
**LUMO level (spin up / spin down)**: -1.2620 / -1.4419 eV
**Frontier orbital gap (spin up / spin down)**: 7.964 / 6.095 eV

Last column: Löwdin charge in e.
Atoms and positions in Å:
C 2.434 0.107 0.561  -0.10
C 1.925 0.803 -0.525  -0.05
C 1.628 -0.726 1.274  -0.07
C 0.654 0.498 -1.086  -0.03
C 0.329 -1.045 0.800  -0.05
C -0.109 -0.476 -0.395  -0.39
C -1.413 -0.696 -0.814  -0.52
N -1.743 1.547 0.426  -0.21
O -0.782 2.113 -0.050  0.05
O -2.658 1.890 1.077  0.11
S -2.336 -1.961 -0.181  0.56
Cl -4.278 -1.362 -0.642  0.12
H 3.479 0.027 0.593  0.09
H 2.416 1.705 -0.812  0.10
H 1.992 -1.283 2.168  0.12
H 0.248 1.055 -1.877  0.10
H -0.114 -1.892 1.288  0.08
H -1.673 -0.304 -1.805  0.09

=====

Record 7
Entry from the Open Molecules 2025 dataset: a 2-piece molecular cluster, C7H6F4O overall (ωB97M-V with the def2-TZVPD basis set).

## Properties
**ΔE to the lowest compared entry with this formula, charge and spin**: 5.044 eV
**E_tot**: -20265.13907 eV
**LUMO level**: -0.8669 eV
**Frontier orbital gap**: 8.523 eV

Last column: Löwdin charge in e.
Atoms and positions in Å:
C -1.852 -1.980 -0.249  -0.12
C -1.624 2.202 -0.297  0.05
C -1.935 -1.269 0.808  0.04
C -1.132 1.162 0.286  -0.20
C 1.012 0.190 0.689  -0.08
C 1.528 -0.724 -0.406  -0.36
C 2.489 0.228 0.261  -0.37
O 0.239 1.276 0.277  -0.03
F 1.506 -2.037 -0.278  0.16
F 1.280 -0.336 -1.734  0.09
F 2.981 1.261 -0.421  0.17
F 3.481 -0.310 0.984  0.14
H -1.952 -3.121 0.042  0.12
H -1.683 -1.502 -1.313  0.13
H -2.697 2.391 -0.389  0.08
H -0.889 2.827 -0.583  0.04
H 0.876 -0.424 1.516  0.15
H -1.630 0.167 0.806  0.01

=====

Record 8
Entry from the Open Molecules 2025 dataset: one molecule with the formula C7H6N2O2 (ωB97M-V with the def2-TZVPD basis set).

## Properties
**ΔE to the lowest compared entry with this formula, charge and spin**: 2.595 eV
**E_tot**: -14429.53559 eV
**Structure (SMILES)**: NC(=O)c1cccc(N=O)c1
**LUMO level**: -0.8258 eV
**Frontier orbital gap**: 8.454 eV

Last column: Löwdin charge in e.
Atoms and positions in Å:
N 1.073 -2.764 0.440  0.16
C 1.403 -1.447 0.520  -0.49
O 2.535 -1.103 0.874  0.05
C 0.349 -0.500 0.105  -0.13
C -0.678 -0.701 -0.804  -0.04
C -1.574 0.289 -1.219  -0.06
C -1.421 1.602 -0.743  0.00
C -0.362 1.830 0.167  -0.25
N -0.250 3.197 0.566  -0.01
O 0.620 3.424 1.374  0.01
C 0.509 0.833 0.547  0.06
H 0.085 -3.039 0.234  0.12
H 1.600 -3.444 0.938  0.10
H -0.801 -1.712 -1.239  0.12
H -2.343 0.064 -1.964  0.11
H -2.123 2.430 -0.971  0.12
H 1.379 1.040 1.175  0.13

=====

Record 9
Entry from the Open Molecules 2025 dataset: one molecule with the formula C7H6N2O2 (ωB97M-V with the def2-TZVPD basis set).

## Properties
**ΔE to the lowest compared entry with this formula, charge and spin**: 1.728 eV
**E_tot**: -14430.40321 eV
**Structure (SMILES)**: O=c1[nH]c2ccc(O)cc2[nH]1
**LUMO level**: 0.6228 eV
**Frontier orbital gap**: 8.852 eV

Last column: Löwdin charge in e.
Atoms and positions in Å:
O 3.894 -0.306 0.205  0.10
C 2.719 -0.294 0.077  -0.53
N 2.027 0.891 -0.229  0.12
C 0.625 0.659 -0.185  -0.25
C -0.361 1.589 -0.033  0.00
C -1.668 1.121 0.076  -0.04
C -1.980 -0.188 -0.091  -0.30
O -3.336 -0.580 0.137  -0.02
C -0.952 -1.175 -0.036  0.08
C 0.405 -0.682 -0.279  -0.21
N 1.630 -1.186 -0.088  0.13
H 2.542 1.805 0.386  0.27
H -0.170 2.614 0.065  0.10
H -2.482 1.810 0.047  0.11
H -3.436 -1.596 0.005  0.14
H -1.243 -2.247 0.049  0.12
H 1.785 -2.234 -0.106  0.19

=====

Record 10
Entry from the Open Molecules 2025 dataset: C7H6N3 as an isolated structure (ωB97M-V with the def2-TZVPD basis set).

## Properties
**ΔE to the lowest compared entry with this formula, charge and spin**: 4.729 eV
**E_tot**: -11812.67363 eV
**LUMO level (spin up / spin down)**: -6.2693 / -6.4660 eV
**Charge**: +1
**Frontier orbital gap (spin up / spin down)**: 6.774 / 6.664 eV

Last column: Löwdin charge in e.
Atoms and positions in Å:
C -2.365 1.002 1.357  0.03
C -2.789 -0.121 1.900  -0.04
C 0.758 1.161 -0.585  0.05
C -0.317 1.638 0.127  0.05
C 1.013 -0.222 -0.669  -0.24
C -0.895 -0.541 0.523  -0.03
C 2.169 -0.839 -1.336  0.01
N 0.099 -0.991 -0.064  0.22
N -1.200 0.806 0.745  -0.02
N -2.328 -1.238 1.574  0.22
H 1.441 1.859 -1.043  0.14
H -0.481 2.699 0.260  0.16
H 1.941 -1.025 -2.389  0.11
H 2.405 -1.796 -0.877  0.10
H 3.034 -0.181 -1.299  0.10
H -2.483 -2.211 1.775  0.14

=====

Repeat the fifth record exactly.
Entry from the Open Molecules 2025 dataset: one molecule with the formula C7H6Cl3N3O (ωB97M-V with the def2-TZVPD basis set).

## Properties
**E_tot**: -51437.58691 eV
**Structure (SMILES)**: CN(O)/N=N/c1c(Cl)cc(Cl)cc1Cl
**LUMO level**: -0.1346 eV
**Frontier orbital gap**: 8.110 eV

Last column: Löwdin charge in e.
Atoms and positions in Å:
C 2.185 -2.615 -2.159  -0.01
N 2.041 -1.518 -1.189  -0.22
O 3.242 -0.889 -0.752  0.01
N 0.839 -0.953 -0.846  0.03
N 0.833 0.046 0.030  0.02
C -0.352 0.639 0.460  -0.30
C -1.659 0.096 0.216  -0.57
Cl -2.012 -1.239 -0.836  0.69
C -2.752 0.675 0.879  -0.16
C -2.654 1.879 1.548  -0.64
Cl -4.128 2.557 2.232  0.65
C -1.394 2.425 1.747  -0.14
C -0.246 1.825 1.235  -0.62
Cl 1.251 2.561 1.624  0.71
H 1.258 -3.202 -2.244  0.10
H 2.438 -2.221 -3.152  0.09
H 2.953 -3.277 -1.820  0.08
H 3.104 -0.382 0.058  0.08
H -3.735 0.252 0.673  0.10
H -1.212 3.343 2.297  0.10